# 1
Density functional theory data (ωB97M-V/def2-TZVPD) for a structure of composition C48H118N3O13 in a non-equilibrium geometry.

```
! RIJCOSX wB97M-V def2-TZVPD def2/J DEFGRID3
* xyz -1 1
C -22.44 -6.41 10.34
C -22.34 -4.94 10.02
C -23.48 -4.61 9.16
O -22.42 -4.23 11.23
H -22.32 -6.95 9.42
H -23.42 -6.63 10.79
H -21.62 -6.61 11.01
H -21.35 -4.68 9.60
H -24.40 -4.78 9.71
H -23.53 -5.22 8.24
H -23.37 -3.53 8.88
C -15.48 -9.50 9.27
C -16.68 -8.71 9.84
C -17.01 -7.57 8.85
C -18.34 -6.85 9.17
C -19.41 -7.94 9.02
C -19.19 -9.27 9.84
N -17.78 -9.65 9.65
O -17.55 -10.83 10.44
C -19.61 -9.03 11.35
C -20.11 -10.37 9.23
C -16.37 -8.21 11.23
H -14.66 -8.75 9.11
H -15.84 -10.04 8.37
H -15.26 -10.26 10.02
H -16.14 -6.88 8.93
H -17.08 -8.01 7.84
H -18.46 -6.18 8.35
H -18.39 -6.29 10.06
H -19.37 -8.29 7.98
H -20.37 -7.49 9.36
H -20.71 -8.92 11.43
H -19.35 -9.89 11.95
H -19.08 -8.18 11.80
H -19.84 -10.58 8.19
H -20.01 -11.35 9.75
H -21.13 -9.98 9.33
H -15.43 -7.61 11.23
H -16.29 -8.98 11.97
H -17.19 -7.54 11.55
H -17.37 -10.53 11.40
C -25.69 -5.40 6.45
C -27.11 -5.40 6.97
C -27.92 -4.28 6.20
C -28.04 -4.75 4.65
C -28.82 -6.06 4.62
C -28.18 -7.15 5.47
N -27.95 -6.59 6.80
O -27.51 -7.68 7.63
C -29.22 -8.24 5.71
C -26.91 -7.73 4.75
C -27.17 -5.12 8.49
H -25.72 -5.57 5.37
H -25.02 -6.14 6.91
H -25.16 -4.50 6.67
H -28.92 -4.25 6.57
H -27.46 -3.29 6.21
H -27.09 -4.80 4.15
H -28.52 -3.89 4.09
H -28.93 -6.48 3.62
H -29.85 -5.85 5.02
H -30.08 -7.95 6.36
H -29.63 -8.54 4.71
H -28.79 -9.11 6.14
H -26.19 -7.07 4.34
H -26.37 -8.41 5.41
H -27.29 -8.45 3.99
H -26.83 -4.11 8.59
H -26.61 -5.70 9.28
H -28.25 -5.10 8.77
H -26.59 -7.98 7.45
C -20.47 -6.13 6.22
C -21.25 -7.04 5.19
C -20.30 -7.00 3.92
C -20.82 -8.13 2.96
C -20.71 -9.46 3.75
C -21.50 -9.59 5.05
N -21.23 -8.39 5.73
O -22.01 -8.43 6.94
C -22.98 -9.90 4.78
C -20.91 -10.70 5.88
C -22.64 -6.47 4.88
H -19.52 -6.62 6.34
H -20.99 -6.03 7.18
H -20.33 -5.16 5.86
H -20.47 -6.06 3.42
H -19.27 -7.08 4.23
H -20.12 -8.18 2.11
H -21.82 -7.90 2.56
H -19.63 -9.51 4.06
H -20.93 -10.38 3.17
H -23.48 -9.00 4.39
H -23.20 -10.69 4.11
H -23.53 -10.14 5.72
H -19.80 -10.55 6.02
H -21.32 -10.70 6.92
H -21.00 -11.64 5.28
H -23.36 -6.88 5.59
H -22.95 -6.62 3.86
H -22.67 -5.43 5.11
H -21.42 -8.17 7.72
C -25.88 -3.05 11.68
C -25.26 -3.78 12.87
O -24.92 -5.09 12.44
H -26.24 -2.05 12.01
H -26.87 -3.51 11.37
H -25.21 -2.99 10.83
H -25.97 -3.82 13.70
H -24.38 -3.24 13.11
H -24.01 -4.99 12.09
C -21.90 -9.33 14.22
C -22.85 -8.35 13.72
O -22.59 -7.11 14.37
H -21.83 -9.48 15.28
H -20.85 -9.08 13.91
H -22.09 -10.37 13.90
H -23.91 -8.68 13.86
H -22.78 -8.26 12.65
H -21.91 -6.66 13.84
C -20.04 0.36 7.02
C -20.75 0.04 8.34
O -21.18 -1.27 8.37
H -19.27 -0.44 6.94
H -19.50 1.31 6.96
H -20.73 0.32 6.13
H -21.64 0.70 8.47
H -20.03 0.26 9.15
H -21.08 -1.66 9.55
C -23.24 -2.74 6.11
C -24.34 -1.77 6.50
O -23.94 -0.77 7.37
H -23.69 -3.45 5.40
H -22.96 -3.31 6.94
H -22.45 -2.21 5.62
H -25.19 -2.35 6.92
H -24.73 -1.22 5.67
H -23.07 -1.00 7.83
C -18.92 -3.60 13.50
C -18.81 -4.45 12.22
O -19.89 -5.38 12.12
H -19.78 -2.99 13.40
H -17.98 -3.03 13.59
H -19.01 -4.23 14.36
H -17.90 -5.09 12.28
H -18.71 -3.78 11.34
H -20.73 -4.89 12.21
C -21.88 -0.14 12.33
C -22.30 -1.06 11.11
O -21.29 -1.90 10.64
H -21.46 0.76 11.85
H -21.00 -0.56 12.77
H -22.67 0.12 13.02
H -22.69 -0.47 10.22
H -23.17 -1.68 11.48
H -21.97 -3.36 11.10
C -25.84 -10.12 9.22
C -24.46 -9.54 8.92
O -24.58 -8.60 7.81
H -26.25 -10.59 8.32
H -26.48 -9.33 9.59
H -25.74 -10.84 10.03
H -23.77 -10.36 8.64
H -24.09 -9.01 9.77
H -23.69 -8.32 7.53
C -17.67 -3.82 7.59
C -19.03 -3.34 8.01
O -19.83 -2.87 6.97
H -17.17 -4.25 8.48
H -17.14 -2.95 7.18
H -17.80 -4.64 6.86
H -18.94 -2.52 8.75
H -19.52 -4.13 8.65
H -20.46 -2.19 7.35
C -27.83 -6.38 13.56
C -27.21 -7.65 12.98
O -25.85 -7.93 13.25
H -28.91 -6.34 13.27
H -27.34 -5.46 13.29
H -27.87 -6.43 14.68
H -27.42 -7.64 11.92
H -27.71 -8.50 13.52
H -25.40 -7.07 13.08
*
```

# 2
Density functional theory data (ωB97M-V/def2-TZVPD) for a cluster of 7 separate species, C48H120F6N6O6P in total in a non-equilibrium geometry.

```
! RIJCOSX wB97M-V def2-TZVPD def2/J DEFGRID3
* xyz 5 1
C -5.53 1.09 2.32
C -4.68 1.36 1.09
N -4.72 0.28 0.03
C -4.40 -1.06 0.63
C -6.09 0.21 -0.63
C -6.15 -0.56 -1.94
C -3.61 0.59 -0.95
C -3.58 1.95 -1.62
O -4.79 2.21 -2.29
C -4.85 3.53 -2.82
H -6.58 0.90 2.09
H -5.51 2.02 2.89
H -5.16 0.31 2.99
H -3.64 1.43 1.41
H -5.01 2.27 0.60
H -3.38 -1.05 1.01
H -4.59 -1.82 -0.11
H -5.13 -1.23 1.42
H -6.34 1.25 -0.83
H -6.76 -0.25 0.09
H -5.59 -0.07 -2.73
H -7.21 -0.58 -2.23
H -5.82 -1.60 -1.85
H -3.64 -0.20 -1.69
H -2.68 0.46 -0.39
H -2.79 1.87 -2.37
H -3.36 2.79 -0.96
H -3.95 3.77 -3.40
H -4.91 4.25 -2.00
H -5.75 3.63 -3.43
C -4.55 0.52 -5.88
C -3.15 1.15 -5.77
N -2.16 0.69 -6.81
C -2.07 -0.81 -6.77
C -2.61 1.04 -8.22
C -3.03 2.49 -8.41
C -0.77 1.25 -6.58
C -0.23 1.35 -5.14
O 0.06 0.07 -4.65
C -0.11 -0.05 -3.24
H -4.95 0.77 -6.87
H -5.21 1.16 -5.28
H -4.53 -0.53 -5.61
H -2.75 0.87 -4.79
H -3.20 2.23 -5.86
H -1.44 -1.16 -7.58
H -3.04 -1.25 -6.97
H -1.71 -1.12 -5.79
H -3.43 0.36 -8.46
H -1.76 0.80 -8.85
H -3.18 2.70 -9.47
H -2.35 3.17 -7.90
H -3.99 2.70 -7.92
H -0.71 2.21 -7.08
H -0.12 0.52 -7.07
H -0.97 1.91 -4.55
H 0.66 1.98 -5.21
H -0.99 0.49 -2.86
H 0.72 0.42 -2.71
H -0.20 -1.09 -2.94
C -6.11 2.22 6.74
C -6.00 0.72 6.99
N -5.05 0.29 8.09
C -5.63 0.78 9.39
C -5.01 -1.22 8.06
C -4.23 -1.85 9.19
C -3.67 0.88 8.05
C -2.74 0.41 6.93
O -3.38 0.42 5.65
C -2.46 0.17 4.62
H -5.15 2.72 6.60
H -6.66 2.71 7.53
H -6.54 2.32 5.74
H -5.67 0.23 6.08
H -6.96 0.29 7.29
H -4.98 0.54 10.23
H -6.61 0.33 9.53
H -5.74 1.86 9.35
H -4.58 -1.44 7.08
H -6.04 -1.58 8.12
H -4.69 -1.59 10.14
H -3.17 -1.59 9.18
H -4.20 -2.94 9.14
H -3.15 0.70 8.99
H -3.80 1.96 7.96
H -2.46 -0.63 7.13
H -1.86 1.05 6.89
H -1.82 1.03 4.41
H -2.98 0.04 3.67
H -1.79 -0.68 4.76
C 5.56 -1.86 5.37
C 5.30 -0.48 4.80
N 4.37 -0.47 3.61
C 3.01 -0.95 4.09
C 4.20 0.91 3.04
C 3.54 1.90 3.99
C 4.78 -1.45 2.52
C 6.14 -1.18 1.90
O 6.03 -0.07 1.02
C 7.19 0.06 0.20
H 4.66 -2.46 5.56
H 6.03 -1.74 6.34
H 6.22 -2.50 4.78
H 6.27 -0.09 4.50
H 4.86 0.17 5.55
H 2.29 -0.55 3.37
H 2.81 -0.58 5.08
H 2.94 -2.03 4.03
H 3.64 0.85 2.12
H 5.21 1.30 2.86
H 2.47 1.72 4.14
H 3.58 2.92 3.59
H 3.93 1.88 5.00
H 4.00 -1.38 1.77
H 4.75 -2.42 3.01
H 6.31 -2.04 1.24
H 6.94 -1.09 2.65
H 7.52 -0.91 -0.19
H 8.02 0.48 0.77
H 6.95 0.70 -0.64
C -1.58 -4.41 1.79
C -0.47 -5.36 1.35
N 0.79 -4.65 0.90
C 1.40 -3.90 2.05
C 1.81 -5.68 0.42
C 1.34 -6.52 -0.77
C 0.46 -3.67 -0.22
C 1.67 -3.20 -1.03
O 2.77 -2.79 -0.26
C 3.62 -1.97 -1.04
H -2.35 -5.05 2.22
H -2.07 -3.95 0.93
H -1.23 -3.67 2.50
H -0.81 -5.96 0.51
H -0.14 -6.02 2.15
H 2.44 -3.76 1.81
H 1.31 -4.51 2.95
H 0.84 -3.00 2.25
H 1.94 -6.35 1.27
H 2.71 -5.13 0.19
H 0.76 -5.97 -1.51
H 0.67 -7.30 -0.41
H 2.20 -6.97 -1.25
H 0.04 -2.81 0.30
H -0.29 -4.11 -0.87
H 1.26 -2.32 -1.54
H 1.96 -3.91 -1.81
H 3.14 -1.01 -1.25
H 3.83 -2.44 -2.01
H 4.56 -1.79 -0.52
C 6.44 2.00 -7.38
C 5.49 2.90 -6.59
N 5.21 2.46 -5.15
C 4.39 1.22 -5.15
C 6.49 2.09 -4.42
C 7.58 3.16 -4.44
C 4.56 3.62 -4.44
C 3.70 3.34 -3.22
O 4.40 2.50 -2.32
C 3.71 2.25 -1.10
H 6.72 2.55 -8.28
H 5.99 1.05 -7.65
H 7.36 1.84 -6.82
H 4.52 2.90 -7.08
H 5.83 3.92 -6.47
H 3.42 1.43 -5.60
H 4.19 0.83 -4.16
H 4.87 0.48 -5.78
H 6.87 1.19 -4.89
H 6.25 1.87 -3.38
H 7.69 3.69 -5.39
H 8.56 2.68 -4.42
H 7.53 3.89 -3.64
H 3.95 4.15 -5.18
H 5.36 4.31 -4.19
H 2.77 2.81 -3.48
H 3.42 4.30 -2.78
H 4.48 1.90 -0.40
H 2.97 1.45 -1.17
H 3.42 3.17 -0.59
P 0.13 0.42 1.13
F 0.80 1.39 2.21
F 1.56 -0.34 0.98
F -0.26 -0.71 2.24
F -0.57 -0.47 -0.06
F -1.30 1.14 1.40
F 0.49 1.46 -0.06
*
```

| no. | HOMO (hartree) |
| --- | --- |
| 1 | -0.2327 |
| 2 | -0.7010 |